Here is a structure of composition C48H39F3NO5PRhSTe from the Open Molecules 2025 dataset. Energies are from ωB97M-V/def2-TZVPD.

The charge is +1. The value obtained for the energy relative to the best compared isomer or geometry (same formula, charge and spin) is 0.0 kcal per mole. The spin multiplicity is 5. As for the expectation value of S²: 6.050. The HOMO energy (alpha / beta) is -10.538 / -11.077 eV.

CARTESIAN COORDINATES (ANGSTROEM)
Rh1 -1.74 -0.15 0.63
C1 5.13 -1.31 -1.84
C2 3.66 -1.10 -1.67
C3 2.86 -0.65 -2.70
C4 1.54 -0.43 -2.55
C5 0.91 0.16 -3.79
O1 1.57 1.03 -4.32
C6 -0.37 -0.36 -4.32
C7 -0.93 -1.56 -3.92
C8 -2.12 -1.99 -4.47
C9 -2.72 -1.22 -5.47
C10 -2.12 -0.06 -5.92
C11 -0.93 0.37 -5.35
C12 0.87 -0.58 -1.24
O2 -0.36 -0.38 -1.15
C13 1.74 -0.97 -0.14
C14 3.07 -1.24 -0.39
C15 1.29 -1.17 1.25
N1 0.16 -0.75 1.70
C16 -0.21 -0.98 3.11
C17 -0.78 -2.40 3.27
Te1 -2.13 -2.92 1.63
C18 -0.72 -4.13 0.58
C19 -0.24 -5.35 1.06
C20 0.65 -6.09 0.29
C21 1.12 -5.63 -0.93
C22 0.63 -4.43 -1.39
C23 -0.25 -3.69 -0.65
C24 2.26 -1.95 2.12
C25 2.42 -3.31 1.90
C26 3.27 -4.07 2.72
C27 3.97 -3.43 3.73
C28 3.87 -2.07 3.94
C29 3.03 -1.31 3.10
H1 5.43 -1.06 -2.85
H2 5.36 -2.35 -1.62
H3 5.71 -0.71 -1.15
H4 3.29 -0.40 -3.67
H5 -0.41 -2.13 -3.16
H6 -2.58 -2.90 -4.14
H7 -3.67 -1.54 -5.88
H8 -2.60 0.52 -6.72
H9 -0.43 1.30 -5.64
H10 3.73 -1.61 0.40
H11 -0.94 -0.25 3.39
H12 0.66 -0.82 3.73
H13 -1.40 -2.53 4.17
H14 -0.01 -3.16 3.26
H15 -0.56 -5.70 2.03
H16 1.00 -7.03 0.67
H17 1.85 -6.20 -1.50
H18 0.95 -4.04 -2.36
H19 -0.69 -2.76 -1.05
H20 1.90 -3.84 1.09
H21 3.41 -5.14 2.53
H22 4.62 -4.01 4.37
H23 4.38 -1.55 4.72
H24 2.97 -0.25 3.25
F1 -3.70 0.08 2.22
C30 -4.99 -0.11 1.73
F2 -5.79 0.78 2.30
F3 -5.39 -1.32 2.10
S1 -4.75 0.04 -0.09
O3 -4.35 1.42 -0.24
O4 -5.91 -0.45 -0.76
O5 -3.62 -0.92 -0.28
C31 -3.73 5.80 2.34
C32 -2.49 5.59 2.93
C33 -1.64 4.59 2.46
C34 -2.04 3.79 1.38
C35 -3.29 4.05 0.79
C36 -4.13 5.05 1.27
P1 -1.04 2.39 0.70
C37 -0.84 2.98 -0.99
C38 -0.15 4.16 -1.27
C39 -0.11 4.64 -2.57
C40 -0.80 3.99 -3.59
C41 -1.58 2.89 -3.31
C42 -1.57 2.35 -2.02
C43 0.59 2.44 1.53
C44 1.80 2.56 0.86
C45 3.01 2.50 1.55
C46 3.00 2.32 2.94
C47 1.78 2.17 3.60
C48 0.58 2.22 2.90
H25 -4.39 6.57 2.73
H26 -2.21 6.21 3.77
H27 -0.70 4.47 2.95
H28 -3.63 3.46 -0.05
H29 -5.08 5.21 0.77
H30 0.37 4.68 -0.48
H31 0.43 5.56 -2.77
H32 -0.79 4.44 -4.58
H33 -2.16 2.42 -4.08
H34 -2.13 1.46 -1.80
H35 1.78 2.75 -0.21
H36 3.96 2.63 1.03
H37 3.94 2.32 3.50
H38 1.74 2.02 4.66
H39 -0.37 2.09 3.42

Mulliken atomic charge list, values in e, 99 entries: 1.2985 -1.6963 0.0011 -0.5437 0.8185 -0.3082 -0.6467 0.0359 0.3496 -0.8081 -0.5078 -0.5533 -0.5718 0.7595 -0.5138 0.7899 -0.8758 0.3847 1.7062 -0.9373 -1.1258 0.3699 -0.1034 -0.4097 -0.6230 -0.8414 -0.1290 0.1013 -1.1460 0.5671 -0.9259 -0.7477 -0.9418 0.2302 0.4296 0.3451 0.3794 0.4869 0.1664 0.4777 0.4093 0.4059 0.4978 0.5779 0.4417 0.3626 0.6197 0.2992 0.5013 0.4395 0.4328 0.3939 0.1360 0.2272 0.4629 0.4025 0.4982 0.3006 -0.2659 0.6978 -0.2265 -0.2363 1.0131 -0.5951 -0.6395 -0.8542 -0.5132 -0.7674 -0.4516 1.0722 -0.6501 -0.8646 0.7350 0.3108 -0.2672 -0.8488 -0.5836 -0.7700 -0.0146 0.6649 -0.7997 -0.6081 -0.7925 -0.8396 -0.9242 0.3844 0.4314 0.4512 0.3926 0.4335 0.5703 0.4060 0.4451 0.6691 0.0724 0.3366 0.4800 0.4834 0.4750

***

Here is a cluster of 7 separate species, C63H78BrF7N3O6P2 in total from the Open Molecules 2025 dataset. Energies are from ωB97M-V/def2-TZVPD.

The charge is +1. The HOMO energy is -10.390 eV.

CARTESIAN COORDINATES (ANGSTROEM)
C1 1.67 -6.62 0.95
C2 2.67 -5.39 0.71
C3 1.99 -4.02 0.25
F1 1.46 -4.24 -1.06
C4 1.02 -3.29 1.31
C5 1.71 -3.47 2.72
C6 3.15 -2.92 2.86
C7 3.87 -3.06 4.17
N1 3.45 -3.60 5.42
C8 2.12 -4.03 5.24
C9 1.23 -4.04 4.03
O1 1.25 -1.85 1.07
C10 0.53 -1.31 -0.04
C11 1.14 0.20 -0.16
C12 0.78 0.96 -1.51
C13 0.28 2.45 -1.09
C14 1.47 3.47 -0.81
O2 2.41 3.04 0.21
C15 2.23 3.73 1.46
C16 -1.10 -1.30 0.11
C17 -1.68 -1.66 -1.32
C18 -3.14 -2.30 -1.40
C19 -3.56 -2.26 -2.98
O3 -4.93 -2.74 -3.05
C20 -5.86 -1.64 -2.85
N2 -1.44 0.03 0.64
C21 -2.60 0.53 0.26
C22 -3.92 0.21 1.15
C23 -2.86 1.49 -0.99
N3 -1.41 -2.31 1.23
P1 -1.42 -1.50 2.84
P2 -3.12 -2.21 4.06
O4 -2.72 -3.34 5.02
O5 -3.53 -0.87 5.05
O6 -4.51 -2.55 3.16
C24 -0.53 -3.55 1.14
C25 -1.18 -4.78 1.91
C26 -2.29 -5.64 1.19
C27 -3.79 -5.02 1.26
Br1 -1.93 -6.26 -0.65
H1 0.61 -6.38 0.64
H2 2.03 -7.61 0.49
H3 1.64 -6.81 2.08
H4 3.34 -5.70 -0.17
H5 3.36 -5.32 1.60
H6 2.87 -3.29 0.10
H7 3.67 -2.41 1.98
H8 4.95 -2.66 4.19
H9 1.65 -4.46 6.20
H10 0.17 -4.43 4.09
H11 0.89 -1.82 -1.00
H12 0.99 0.80 0.80
H13 2.28 0.01 -0.20
H14 1.75 1.14 -2.10
H15 0.08 0.43 -2.23
H16 -0.36 2.36 -0.14
H17 -0.39 2.94 -1.88
H18 0.99 4.43 -0.40
H19 2.06 3.73 -1.75
H20 3.19 3.55 2.06
H21 1.39 3.28 2.10
H22 2.12 4.86 1.37
H23 -0.98 -2.42 -1.83
H24 -1.68 -0.76 -2.04
H25 -3.05 -3.40 -1.15
H26 -3.96 -1.74 -0.86
H27 -2.92 -3.04 -3.51
H28 -3.40 -1.24 -3.45
H29 -6.85 -1.94 -3.34
H30 -5.49 -0.72 -3.41
H31 -6.05 -1.46 -1.74
H32 -4.84 0.64 0.62
H33 -3.83 0.66 2.19
H34 -4.04 -0.92 1.13
H35 -2.09 1.36 -1.83
H36 -3.00 2.59 -0.70
H37 -3.86 1.16 -1.45
H38 -2.38 -2.70 1.15
H39 -0.28 -1.89 3.64
H40 -2.69 -0.36 5.16
H41 -5.24 -2.02 3.54
H42 -0.68 -3.83 0.03
H43 -0.38 -5.51 2.31
H44 -1.65 -4.36 2.88
H45 -2.39 -6.60 1.82
H46 -4.18 -4.99 2.33
H47 -3.91 -4.06 0.67
H48 -4.44 -5.81 0.72
F2 2.43 6.52 -0.75
C28 3.70 6.50 -1.21
C29 4.74 6.59 -0.30
C30 6.05 6.56 -0.77
C31 6.30 6.45 -2.14
C32 5.24 6.37 -3.04
C33 3.93 6.39 -2.57
H49 4.53 6.68 0.76
H50 6.88 6.62 -0.07
H51 7.32 6.44 -2.50
H52 5.43 6.29 -4.10
H53 3.09 6.31 -3.25
F3 -1.92 4.66 -2.57
C34 -2.93 5.46 -2.20
C35 -4.15 5.37 -2.87
C36 -5.20 6.20 -2.49
C37 -5.02 7.11 -1.45
C38 -3.80 7.19 -0.79
C39 -2.75 6.36 -1.17
H54 -4.26 4.66 -3.68
H55 -6.15 6.13 -3.00
H56 -5.84 7.76 -1.16
H57 -3.66 7.91 0.01
H58 -1.79 6.41 -0.66
F4 6.32 7.20 -5.80
C40 6.82 8.44 -5.61
C41 6.17 9.53 -6.17
C42 6.69 10.80 -5.97
C43 7.86 10.97 -5.23
C44 8.50 9.87 -4.68
C45 7.98 8.59 -4.87
H59 5.27 9.38 -6.75
H60 6.19 11.67 -6.39
H61 8.26 11.97 -5.08
H62 9.41 10.00 -4.10
H63 8.46 7.72 -4.44
F5 1.17 -9.39 1.80
C46 2.07 -10.38 1.95
C47 3.00 -10.30 2.98
C48 3.93 -11.32 3.14
C49 3.92 -12.41 2.26
C50 2.99 -12.47 1.24
C51 2.05 -11.45 1.08
H64 3.00 -9.44 3.64
H65 4.66 -11.27 3.94
H66 4.65 -13.20 2.39
H67 2.99 -13.32 0.56
H68 1.31 -11.49 0.29
F6 -10.01 -8.60 2.18
C52 -8.73 -8.56 1.78
C53 -7.80 -7.86 2.53
C54 -6.48 -7.84 2.11
C55 -6.10 -8.50 0.94
C56 -7.04 -9.19 0.20
C57 -8.37 -9.23 0.62
H69 -8.12 -7.35 3.43
H70 -5.74 -7.30 2.69
H71 -5.06 -8.47 0.62
H72 -6.75 -9.70 -0.71
H73 -9.12 -9.77 0.05
F7 -0.73 10.13 1.08
C58 0.53 10.40 0.67
C59 0.99 11.71 0.73
C60 2.29 11.99 0.31
C61 3.10 10.96 -0.17
C62 2.62 9.66 -0.23
C63 1.32 9.38 0.20
H74 0.35 12.49 1.10
H75 2.67 13.00 0.36
H76 4.11 11.18 -0.50
H77 3.25 8.86 -0.61
H78 0.93 8.37 0.17

Mulliken atomic charge list, values in e, 99 entries: -0.4330 -0.7621 0.1429 -0.4245 1.1834 0.1597 -0.8472 -0.2560 -0.5371 -0.4777 -0.0127 -0.5041 -0.7361 -0.7865 -0.5106 -0.1951 -0.4658 -0.3258 -0.4785 1.4224 -1.5022 0.9962 -0.7409 -0.3805 -0.5042 -0.2148 0.2210 -0.5176 -1.1502 0.6399 0.1182 1.1210 -0.6667 -0.5426 -0.5244 0.4915 -0.7371 -0.7108 -0.6696 -0.1287 -0.0868 0.3132 0.0895 0.5254 0.2885 0.4280 0.2127 0.3331 0.3560 0.1396 0.2446 0.1449 0.5170 0.5310 0.2770 0.0779 0.1144 0.1856 0.1944 0.2467 0.2079 0.1687 0.7927 0.0250 -0.4262 -0.2404 0.3177 0.3840 0.2563 0.2455 0.1710 0.3528 0.2648 -0.0156 0.1723 0.3295 0.4969 0.1673 0.2147 0.3721 0.3431 0.1601 0.2729 0.0347 0.6122 0.2722 -0.1466 0.2706 -0.2409 0.0189 -0.0483 -0.7157 -0.3315 -0.5377 -0.2898 0.5159 0.3958 0.3009 0.5118

***

Here is an isolated molecule of C4H2Br2N2O4S from the Open Molecules 2025 dataset. Energies are from ωB97M-V/def2-TZVPD.

The value obtained for the energy relative to the best compared isomer or geometry (same formula, charge and spin) is 0.0 kcal per mole. The HOMO energy is -10.044 eV. As for the SMILES: O=[N+]([O-])C1=C[C@@H](Br)S[C@]1(Br)[N+](=O)[O-].

CARTESIAN COORDINATES (ANGSTROEM)
O1 0.34 -1.59 -2.43
N1 -0.43 -1.30 -1.54
O2 -1.52 -1.78 -1.34
C1 -0.01 -0.27 -0.61
C2 1.22 0.20 -0.62
C3 1.64 1.08 0.46
Br1 2.27 2.76 -0.36
S1 0.36 1.29 1.70
C4 -0.97 0.30 0.45
Br2 -2.28 1.45 -0.26
N2 -1.58 -0.63 1.39
O3 -0.76 -1.31 1.95
O4 -2.75 -0.60 1.56
H1 2.05 -0.11 -1.34
H2 2.42 0.52 0.99

Mulliken atomic charges, in units of e: -0.6176 1.0471 -0.5514 -0.2438 -0.3927 -0.0485 -0.0820 -0.0400 0.1056 0.0205 0.9994 -0.5234 -0.5483 0.4588 0.4162

***

Here is a structure of composition C3H6OS from the Open Molecules 2025 dataset. Energies are from ωB97M-V/def2-TZVPD.

The value obtained for the energy relative to the best compared isomer or geometry (same formula, charge and spin) is 103.8 kcal per mole. The HOMO energy is -8.264 eV.

CARTESIAN COORDINATES (ANGSTROEM)
C1 -0.86 -0.31 -0.03
C2 -0.46 0.99 -0.52
C3 1.21 -0.72 0.36
H1 -0.84 -0.27 1.22
H2 -1.81 -0.69 -0.13
H3 -0.53 1.81 0.33
H4 -0.80 1.34 -1.48
H5 2.04 -1.43 -0.03
H6 0.72 -0.49 1.60
O1 0.04 -1.07 -0.48
S1 1.28 0.83 -0.82

Mulliken atomic charges, in units of e: -0.5309 -0.2750 -0.2953 0.0809 0.3379 0.2497 0.3428 0.3008 0.2504 -0.2950 -0.1663